(1)
ORCA calculation (ωB97M-V/def2-TZVPD) on a structure of composition C3H4N2O2.

As for the energy above the lowest of the compared OMol25 structures with the same formula, charge and spin: 136.5 kcal/mol. The HOMO-LUMO gap comes out at 8.9 eV. The molecular weight is 100.08 g mol⁻¹.

XYZ file:
```
11
Properties=species:S:1:pos:R:3:forces:R:3:nbo_charge:R:1
N -1.93910 -0.67962 -0.08237 0.2 0.1 0.2 -0.80
C -0.69965 -0.21041 0.29952 -0.5 0.3 -0.2 0.19
C -0.37562 0.96473 0.97251 -0.4 -0.3 -0.1 -0.11
O 1.20749 0.74366 1.21308 0.1 -0.1 -0.5 -0.51
C 1.11516 0.35996 -0.01313 0.6 -0.3 0.2 0.85
O 1.81419 0.88662 -1.00169 -0.5 -0.6 -0.1 -0.62
N 0.42903 -0.86462 -0.29357 0.3 0.0 0.5 -0.67
H -2.04173 -0.81879 -1.07558 0.0 -0.1 0.0 0.39
H -2.74997 -0.26279 0.34705 0.2 0.3 0.0 0.40
H 2.44957 1.51141 -0.65929 0.2 0.7 0.4 0.51
H 0.79064 -1.63016 0.29348 -0.1 0.1 -0.3 0.38
```
Forces are in eV/Å.

(2)
ORCA calculation (ωB97M-V/def2-TZVPD) on a structure of composition C26H50N2OS.

The HOMO-LUMO gap comes out at 8.4 eV. The molecular weight is 438.77 g mol⁻¹.

XYZ file:
```
80
Properties=species:S:1:pos:R:3:forces:R:3:mulliken_charge:R:1
O 9.42699 -2.76576 -1.67509 0.0 0.3 0.0 -0.54
C 8.09762 -2.26521 -1.52481 0.5 -0.5 -0.1 -0.51
C 7.22047 -2.68285 -2.70652 -0.1 0.4 0.2 -0.98
C 5.75828 -2.66602 -2.37883 0.3 -0.1 -0.1 0.60
C 4.99975 -1.53567 -2.37397 0.2 0.0 -0.1 -0.73
C 3.62364 -1.53411 -2.01470 0.0 -0.6 0.1 -0.72
C 3.00620 -2.69199 -1.66061 -0.2 0.2 0.0 -0.75
C 3.75685 -3.89476 -1.66156 -0.8 0.1 0.2 0.25
N 3.27861 -5.10466 -1.34541 0.4 -0.4 0.2 -0.44
S 4.53583 -6.11137 -1.46365 -0.4 0.3 -0.2 0.13
N 5.67621 -5.10254 -1.94827 0.4 -0.1 0.1 -0.60
C 5.12131 -3.88636 -2.00985 0.2 0.0 -0.1 0.88
H 9.42939 -3.69740 -1.44918 0.0 -0.2 0.0 0.32
H 7.68038 -2.62024 -0.58369 -0.2 0.0 0.1 0.34
H 8.20800 -1.18964 -1.47756 -0.1 0.2 0.1 0.31
H 7.51767 -3.68472 -2.98367 0.0 -0.3 -0.2 0.44
H 7.42545 -2.01562 -3.53851 0.1 0.0 -0.2 0.38
H 5.46553 -0.60385 -2.65788 0.0 0.2 0.0 0.46
H 3.06351 -0.61697 -2.01277 -0.1 0.3 0.0 0.54
H 1.96796 -2.71370 -1.37219 -0.1 0.0 0.0 0.63
C -0.89627 2.96939 2.00814 0.1 0.0 0.1 -1.19
C 0.32591 3.70921 1.47177 -0.1 0.0 0.0 -0.42
C 0.58573 3.45728 -0.01231 0.1 0.0 0.0 -0.83
C 0.87689 2.00087 -0.37592 0.0 0.0 0.0 -0.64
C 2.06278 1.37878 0.35941 0.1 0.0 -0.1 -0.26
C 3.39085 2.07327 0.07101 0.0 -0.1 0.1 -1.29
H -0.77894 1.88700 1.93613 0.0 0.0 0.0 0.35
H -1.06079 3.21105 3.05952 0.0 0.0 0.0 0.37
H -1.79332 3.25239 1.45443 0.0 0.0 0.0 0.23
H 1.20560 3.43849 2.06194 0.0 0.0 0.0 0.30
H 0.18047 4.78285 1.61878 0.0 0.0 0.0 0.38
H 1.41692 4.08911 -0.33804 0.0 0.0 0.0 0.32
H -0.28559 3.78976 -0.58528 0.0 0.0 0.0 0.37
H 1.05855 1.94383 -1.45436 0.0 0.0 0.0 0.36
H -0.01293 1.39274 -0.19012 0.0 0.0 0.0 0.36
H 2.14306 0.32964 0.06086 0.0 0.0 0.1 0.22
H 1.87932 1.37237 1.43693 0.0 0.0 0.0 0.33
H 3.61208 2.06098 -0.99895 0.0 0.0 0.0 0.26
H 4.20972 1.57078 0.58802 0.0 0.0 0.0 0.37
H 3.38304 3.11272 0.40142 0.0 0.0 0.0 0.39
C 0.29053 -6.53162 -2.69194 0.0 0.1 -0.1 -1.34
C -0.13849 -5.10360 -2.37323 0.0 -0.1 0.0 0.11
C -0.83826 -4.96243 -1.02335 0.0 0.1 0.0 -0.65
C -2.14595 -5.74385 -0.88936 0.0 0.0 0.0 -0.87
C -3.20644 -5.40789 -1.93623 -0.1 0.1 0.1 -0.34
C -3.66721 -3.95365 -1.89047 0.0 -0.1 -0.1 -1.18
H -0.56446 -7.20574 -2.76754 0.0 0.0 0.0 0.40
H 0.81871 -6.56673 -3.64631 0.0 0.0 0.0 0.38
H 0.96281 -6.91540 -1.92280 0.0 0.0 0.0 0.23
H -0.77944 -4.72710 -3.17582 0.0 0.0 0.0 0.34
H 0.74947 -4.46966 -2.36895 0.0 0.0 0.0 -0.13
H -1.02597 -3.90134 -0.83124 0.0 0.0 0.0 0.34
H -0.15326 -5.29290 -0.23617 0.0 0.0 0.0 0.42
H -2.56004 -5.55743 0.10669 0.0 0.0 0.0 0.39
H -1.93584 -6.81626 -0.93012 0.0 0.0 0.0 0.32
H -4.07065 -6.05730 -1.77376 0.0 0.0 0.0 0.37
H -2.83510 -5.64199 -2.93751 0.0 0.0 0.0 0.23
H -4.07311 -3.70574 -0.90756 0.0 0.0 0.0 0.29
H -4.44763 -3.77183 -2.63067 0.0 0.0 0.0 0.38
H -2.84829 -3.26431 -2.10151 0.0 0.0 0.0 0.27
C -7.27343 5.46797 4.45594 0.0 -0.1 -0.1 -1.22
C -6.24697 4.54312 3.80762 0.0 0.0 0.1 -0.40
C -4.80073 4.94987 4.08461 0.0 0.0 0.0 -0.44
C -4.40635 6.32873 3.55329 0.0 0.0 0.0 -0.69
C -4.60533 6.51972 2.05085 0.1 0.0 0.0 -0.47
C -3.76924 5.56416 1.20497 -0.1 0.1 0.0 -1.01
H -7.19983 6.48612 4.07095 0.0 0.0 0.0 0.28
H -8.28773 5.11770 4.25972 0.0 0.0 0.0 0.38
H -7.13524 5.50418 5.53836 0.0 0.0 0.0 0.30
H -6.42650 4.49689 2.73013 0.0 0.0 0.0 0.23
H -6.39883 3.52843 4.18456 0.0 0.0 0.0 0.38
H -4.13378 4.19149 3.66406 0.0 0.0 0.0 0.12
H -4.62917 4.93317 5.16547 0.0 0.0 0.0 0.38
H -3.35330 6.50363 3.79587 0.0 0.0 0.0 0.37
H -4.96830 7.10103 4.08592 0.0 0.0 0.0 0.32
H -4.33648 7.54770 1.79430 0.0 0.0 0.0 0.36
H -5.66162 6.40877 1.79154 0.0 0.0 0.0 0.26
H -2.70587 5.68149 1.42594 0.0 0.0 0.0 0.17
H -3.91500 5.76044 0.14169 0.0 0.0 0.0 0.41
H -4.04046 4.52315 1.38740 0.0 0.0 0.0 0.27
```
Forces are in eV/Å.

(3)
ORCA calculation (ωB97M-V/def2-TZVPD) on a structure of composition C37H40AuN2O5.

As for the energy above the lowest of the compared OMol25 structures with the same formula, charge and spin: 31.3 kcal/mol. Its charge is -1. The HOMO-LUMO gap comes out at 7.0 eV. The molecular weight is 789.70 g mol⁻¹.

XYZ file:
```
85
Properties=species:S:1:pos:R:3:forces:R:3:mulliken_charge:R:1
Au 1.44051 -2.39779 0.52418 -0.6 -0.1 -0.1 0.56
C -2.38904 2.02552 -3.05516 0.9 -1.1 -1.1 -1.61
C -2.51464 1.39226 -1.69168 -1.3 0.8 0.6 1.09
C -3.89696 1.75472 -1.07719 0.8 -0.3 1.4 -1.88
O -1.41003 1.84671 -0.90938 -1.6 0.3 0.1 -0.29
C -0.79981 0.74055 -0.27084 -0.3 -0.9 -1.2 -0.59
C -1.08188 -0.36131 -1.35224 -0.7 -0.4 1.3 -0.73
O -2.45593 -0.00380 -1.74860 1.3 0.2 0.3 -0.26
C -1.11093 -1.91055 -1.03098 -0.1 1.3 -0.6 2.29
O 0.16061 -2.42622 -1.06603 0.6 -0.3 -0.3 -1.21
C -1.84193 -2.31299 0.22221 0.4 -1.5 -0.1 -0.29
C -1.60100 -3.64275 0.66766 0.3 0.9 -0.6 -0.52
C -2.28952 -4.07364 1.76532 1.1 -1.9 0.1 -0.85
C -3.05118 -3.26604 2.53120 -2.1 0.4 1.3 -0.51
C -3.36436 -2.01854 2.07688 0.3 0.6 -0.3 -0.84
C -2.79425 -1.57508 0.87965 -0.5 0.2 0.9 0.13
C -1.87137 -2.41495 -2.28350 1.1 -0.3 1.1 0.35
C -1.16588 -2.37414 -3.45471 1.4 -0.1 -1.7 -0.26
C -1.75647 -2.74895 -4.67604 -0.5 1.3 0.1 -0.90
C -3.09351 -3.16751 -4.67277 0.4 -0.8 1.8 -0.60
C -3.74917 -3.32830 -3.43765 0.9 0.5 -0.3 -0.96
C -3.14639 -2.88969 -2.25382 -0.8 -0.4 -1.7 -0.43
C 0.64746 1.15527 0.01125 0.5 -0.3 0.4 2.78
O 1.16487 0.21983 0.82730 0.7 -0.4 1.1 0.91
C 0.68413 2.50680 0.77593 0.5 -1.1 -0.7 -0.42
C -0.25779 2.75001 1.73995 -1.1 1.0 0.1 0.08
C -0.15479 3.86752 2.56571 1.4 -0.7 -0.5 -0.84
C 0.97804 4.68788 2.56011 -0.6 0.2 -1.1 -0.78
C 1.92410 4.42360 1.56253 0.2 0.3 0.6 -0.78
C 1.79517 3.33575 0.71173 0.7 -0.1 0.2 -0.55
C 1.42275 1.21804 -1.31049 -1.3 0.1 1.2 -0.65
C 1.10599 2.16016 -2.26537 0.6 0.0 -0.8 -0.30
C 1.62545 1.99447 -3.52456 0.2 -0.6 -0.8 -0.64
C 2.44054 0.87930 -3.85804 -1.5 2.2 0.1 -0.85
C 2.78673 0.02111 -2.85415 0.0 -0.3 -0.4 -1.16
C 2.25558 0.16476 -1.58954 0.6 0.8 -0.6 -0.14
H -2.30136 3.10615 -3.04589 -0.1 0.2 0.2 0.30
H -3.21918 1.70874 -3.70042 0.1 0.2 0.2 0.40
H -1.46183 1.59552 -3.50843 -0.6 0.5 0.2 0.35
H -3.99469 2.82215 -0.96466 0.1 0.5 -0.1 0.46
H -4.03325 1.34157 -0.04340 0.3 0.1 -0.9 0.33
H -4.71006 1.40612 -1.68998 -0.2 -0.3 -0.4 0.35
H -1.29809 0.37930 0.65618 0.4 0.7 -0.3 0.95
H -0.42647 -0.27617 -2.20375 0.3 0.2 -0.3 0.09
H -0.86332 -4.29460 0.17196 -0.6 0.5 0.1 0.46
H -2.23191 -5.09275 2.10534 0.4 -0.4 -0.1 0.35
H -3.58553 -3.66025 3.40838 0.5 0.1 -0.3 0.35
H -4.02823 -1.39223 2.65460 -0.1 0.2 -0.1 0.43
H -3.14527 -0.64215 0.50892 0.1 0.6 -0.4 0.35
H -0.09458 -2.04796 -3.39319 -1.2 -0.3 -0.2 0.24
H -1.29512 -2.46492 -5.63402 0.1 -0.6 0.5 0.32
H -3.62090 -3.54304 -5.51702 -0.1 0.1 -0.9 0.41
H -4.71733 -3.78642 -3.41505 -0.5 0.0 0.0 0.43
H -3.72027 -2.83399 -1.37732 -0.6 -0.3 1.2 0.54
H -1.18271 2.15958 1.76964 0.5 0.1 0.2 0.04
H -0.93433 3.98220 3.23908 -1.3 0.6 1.4 0.49
H 1.02989 5.62228 3.13072 0.0 -0.6 0.0 0.39
H 2.79195 5.07680 1.48449 0.0 -0.2 0.0 0.35
H 2.65181 3.05673 0.08776 -0.5 0.3 -0.2 0.46
H 0.43656 2.98939 -2.13062 -0.2 0.1 0.6 0.45
H 1.27856 2.69474 -4.27739 0.3 -0.1 -0.3 0.37
H 2.62948 0.77907 -4.90596 0.7 -0.4 -0.3 0.38
H 3.40684 -0.80476 -3.09420 0.5 -0.8 0.0 0.48
H 2.51164 -0.50957 -0.81815 0.0 -0.6 0.7 0.41
C 0.46839 -1.19162 3.46088 1.0 -0.7 -0.6 -1.30
N 1.81342 -0.63346 3.52477 2.2 -1.8 -2.0 0.41
C 1.88159 0.80337 3.71339 0.1 -0.4 -0.9 -0.25
C 3.31461 1.30394 3.89379 -1.3 -0.2 -2.7 -1.14
C 4.04442 0.91762 2.57985 1.7 -0.6 0.5 -0.10
N 3.92031 -0.55345 2.36513 -0.7 1.4 0.1 0.24
C 4.76310 -1.05627 1.29831 -0.8 0.6 -0.1 -1.16
C 2.75754 -1.20288 2.61196 -0.5 -0.1 1.8 0.00
O 2.69983 -2.42515 2.23200 -0.9 0.9 0.1 -0.83
H -0.13129 -0.75765 2.66203 -0.1 0.5 0.2 0.38
H 0.11639 -1.09042 4.45369 -1.1 0.2 0.9 0.37
H 0.54180 -2.25398 3.22052 0.0 0.1 0.2 0.40
H 1.26128 1.06336 4.56163 -0.2 0.1 0.2 0.50
H 1.47950 1.16796 2.76705 -0.2 0.7 0.2 -0.04
H 3.69039 0.83424 4.76722 0.9 0.2 0.9 0.44
H 3.14974 2.37873 3.83926 0.7 0.2 0.8 0.50
H 5.20661 1.07657 2.58825 -2.1 0.1 0.2 0.38
H 3.62909 1.50660 1.72786 0.1 -0.6 0.5 -0.18
H 4.57406 -0.40467 0.42095 0.3 -0.7 0.1 0.32
H 4.53670 -2.09791 1.15015 -0.1 -0.1 -0.4 0.41
H 5.77511 -0.98844 1.62480 1.0 0.2 0.1 0.34
```
Forces are in eV/Å.

F_max values (in hartree/bohr) by entry order: 0.016, 0.017, 0.067.
LUMO energy values (in eV) by entry order: 0.46, -0.61, 2.80.